{"formula": "C5H8Cl2", "method": "ωB97M-V/def2-TZVPD", "e_tot_ev": -30354.3236, "homo_ha": [-0.2592, -0.2714], "relative_energy_ev": 5.5582, "e_lumo_ev": [0.31, 0.20], "homo_lumo_gap_ev": [7.4, 7.6], "charge": 0, "elements": ["C", "C", "C", "C", "C", "Cl", "Cl", "H", "H", "H", "H", "H", "H", "H", "H"], "coordinates": [[-1.406, 1.289, 0.215], [-0.661, 1.051, 1.371], [0.918, -1.357, -1.336], [-0.316, -0.195, 1.769], [1.240, 0.128, -1.219], [-0.911, -1.747, 1.172], [0.073, 1.224, -1.406], [-1.728, 2.323, 0.122], [-2.001, 0.511, -0.036], [-0.231, 1.756, 1.925], [0.203, -1.391, -2.230], [0.363, -1.819, -0.572], [1.932, -1.957, -1.474], [0.318, -0.122, 2.635], [2.207, 0.307, -0.936]]}